{"formula": "C36H39N8O15", "method": "ωB97M-V/def2-TZVPD", "e_lumo_ev": 0.681, "homo_lumo_gap_ev": 7.42, "de_lowest_kj_mol": 195.58, "charge": -1, "e_homo_ev": -6.7380, "elements": ["N", "O", "O", "O", "C", "C", "C", "C", "C", "C", "N", "O", "O", "H", "H", "H", "H", "H", "C", "C", "C", "C", "C", "C", "N", "O", "O", "H", "H", "H", "H", "H", "C", "C", "C", "C", "C", "C", "N", "O", "O", "H", "H", "H", "H", "H", "C", "C", "C", "C", "C", "C", "N", "O", "O", "H", "H", "H", "H", "H", "C", "C", "C", "C", "C", "C", "N", "O", "O", "H", "H", "H", "H", "H", "C", "O", "N", "C", "C", "H", "H", "H", "H", "H", "H", "H", "C", "O", "N", "C", "C", "H", "H", "H", "H", "H", "H", "H"], "xyz": [[-60.301, 16.101, 25.086], [-59.042, 15.733, 25.133], [-61.021, 16.118, 26.119], [-60.917, 15.904, 23.978], [-65.283, 17.372, 24.795], [-66.634, 18.069, 25.125], [-66.884, 18.445, 26.611], [-65.838, 17.697, 27.643], [-64.490, 17.217, 27.144], [-64.302, 16.973, 25.706], [-66.019, 17.845, 29.143], [-67.031, 18.426, 29.632], [-65.186, 17.402, 29.786], [-65.252, 17.219, 23.772], [-67.125, 18.559, 24.326], [-67.678, 19.041, 26.945], [-63.560, 17.021, 27.895], [-63.552, 16.367, 25.297], [-58.711, 18.071, 29.125], [-58.354, 18.819, 30.451], [-58.075, 18.006, 31.681], [-58.331, 16.474, 31.631], [-58.839, 15.899, 30.351], [-59.007, 16.765, 29.023], [-57.918, 15.592, 32.737], [-57.816, 16.046, 33.893], [-57.529, 14.480, 32.436], [-58.865, 18.733, 28.293], [-57.950, 19.739, 30.473], [-57.663, 18.444, 32.435], [-58.992, 14.908, 30.509], [-59.252, 16.466, 27.992], [-61.741, 13.138, 31.579], [-62.021, 13.644, 30.133], [-61.893, 15.238, 29.911], [-61.676, 16.245, 31.095], [-61.579, 15.538, 32.456], [-61.498, 14.003, 32.657], [-61.755, 17.736, 31.011], [-61.394, 18.302, 32.106], [-62.127, 18.270, 30.001], [-61.819, 12.108, 31.616], [-62.326, 13.233, 29.284], [-61.901, 15.569, 28.932], [-61.446, 16.152, 33.206], [-61.504, 13.663, 33.617], [-60.359, 14.771, 20.588], [-59.088, 14.204, 21.289], [-58.256, 13.219, 20.543], [-58.454, 13.281, 19.005], [-59.652, 13.856, 18.342], [-60.572, 14.577, 19.253], [-57.397, 12.727, 18.098], [-56.425, 12.118, 18.615], [-57.664, 12.832, 16.894], [-60.905, 15.461, 21.209], [-59.061, 14.250, 22.455], [-57.355, 12.708, 20.901], [-59.974, 13.880, 17.354], [-61.474, 15.050, 18.913], [-54.015, 16.132, 26.423], [-53.451, 14.803, 26.866], [-54.290, 13.664, 27.401], [-55.734, 14.113, 27.859], [-56.331, 15.433, 27.413], [-55.426, 16.423, 26.560], [-56.399, 13.168, 28.738], [-57.626, 13.406, 28.936], [-55.834, 12.297, 29.297], [-53.561, 16.865, 25.749], [-52.455, 14.541, 26.583], [-53.757, 12.849, 27.913], [-57.342, 15.862, 27.491], [-55.651, 17.425, 26.126], [-59.500, 21.108, 26.637], [-59.932, 21.842, 27.584], [-60.176, 20.031, 26.266], [-59.604, 19.114, 25.321], [-61.338, 19.542, 26.860], [-58.717, 21.373, 25.910], [-59.272, 18.237, 25.871], [-58.743, 19.448, 24.553], [-60.356, 18.592, 24.696], [-61.231, 18.843, 27.511], [-62.038, 19.025, 26.211], [-61.924, 20.314, 27.577], [-60.843, 12.726, 26.783], [-60.330, 12.135, 27.836], [-61.633, 12.132, 25.934], [-62.047, 12.798, 24.746], [-62.230, 10.798, 26.186], [-60.698, 13.887, 26.508], [-62.625, 12.230, 23.986], [-61.353, 13.320, 24.196], [-62.631, 13.618, 25.064], [-62.783, 10.663, 25.396], [-62.899, 10.720, 26.960], [-61.469, 9.938, 26.173]], "atomic_forces_ev_per_a": [[0.1, -5.7, -1.2], [-2.4, 2.3, 0.4], [1.2, 1.5, 0.0], [1.0, 1.7, 0.7], [-3.9, 1.8, 3.2], [4.3, 0.0, 6.0], [5.3, -5.3, -2.6], [0.6, 2.2, -4.2], [-1.5, 0.2, 0.9], [-3.3, 1.4, 1.5], [-4.7, 2.9, -2.7], [1.3, -0.8, -1.8], [4.2, -2.4, 3.2], [0.8, -0.6, -1.9], [-0.8, 0.2, -0.5], [-1.0, 0.5, 0.6], [-2.8, 0.3, -1.8], [1.7, -0.3, 0.0], [0.4, 3.1, 4.1], [-0.1, -8.6, 1.0], [-3.9, -4.0, -8.6], [-0.9, 3.5, -4.4], [2.0, 5.6, 0.9], [0.7, -2.0, 3.7], [1.0, 0.5, 0.8], [-0.7, -0.1, -1.7], [-0.6, 0.0, -0.1], [0.2, 0.1, -0.5], [0.7, 3.3, -0.3], [2.3, 2.4, 4.8], [-0.7, -3.0, -0.8], [-0.3, -1.0, 0.9], [-0.9, 3.8, -4.4], [2.8, 8.3, 7.4], [0.1, -2.6, 5.8], [-1.1, -6.7, 0.6], [-0.1, -4.0, -7.1], [-1.4, 4.7, -5.0], [1.3, -0.6, 3.3], [-1.2, -1.0, -3.3], [0.1, 0.0, 0.2], [0.1, -1.9, 0.7], [-0.8, -2.7, -3.1], [-0.2, 0.8, -1.9], [0.5, 2.8, 4.1], [0.4, -0.9, 2.5], [4.8, -1.3, 1.8], [-1.6, -2.7, -1.4], [-2.2, 4.0, -2.6], [-2.1, 0.9, 1.2], [1.4, 0.4, 6.2], [1.4, -1.1, -0.6], [-0.5, -1.3, 0.5], [-2.0, 1.6, -1.5], [1.3, -0.3, 1.5], [-0.5, -0.1, 0.0], [0.2, 0.2, -2.4], [-0.6, 0.3, 0.0], [0.4, -0.4, -1.8], [-0.2, -0.1, -0.8], [-2.8, -2.7, 0.5], [-4.0, -0.7, -0.4], [-1.1, 6.4, 1.2], [3.1, 2.5, -3.1], [3.7, -0.2, -1.9], [1.7, -3.3, 2.5], [-5.1, 2.7, 0.1], [2.2, -0.2, -0.7], [2.0, -1.7, 0.5], [0.9, -0.6, 0.6], [0.6, 0.1, 0.1], [-0.7, 0.1, -0.7], [0.5, -1.3, 0.5], [-0.9, -1.2, 0.7], [-2.6, 2.8, 2.5], [2.0, -1.5, -2.3], [1.2, -0.3, -2.0], [1.4, -1.5, -2.3], [-4.3, 4.9, 0.0], [0.3, 0.0, 0.6], [0.8, 0.0, 0.1], [-2.0, -0.2, 2.2], [-0.1, 1.0, 0.0], [1.8, -4.7, 4.4], [-0.1, 0.7, -1.0], [1.4, -1.1, -2.2], [3.1, 0.6, 4.5], [-2.3, 2.5, -4.1], [-0.9, -2.8, -0.4], [-2.2, 0.1, -0.4], [5.4, 0.0, 0.9], [0.2, -2.4, 0.8], [0.4, -0.2, 1.0], [2.6, 0.6, -1.0], [-1.4, 1.0, 0.1], [-3.0, -1.0, -4.5], [-1.0, 0.2, 2.6], [-0.9, 1.4, 0.5]]}

{"formula": "C36H40As2BF4MgO3PS", "method": "ωB97M-V/def2-TZVPD", "e_lumo_ev": 0.377, "homo_lumo_gap_ev": 9.05, "de_lowest_kj_mol": 46.27, "e_homo_ev": -8.6711, "elements": ["Mg", "C", "C", "C", "C", "C", "C", "C", "S", "O", "O", "O", "H", "H", "H", "H", "H", "H", "H", "F", "B", "F", "F", "F", "C", "As", "C", "C", "H", "H", "H", "H", "H", "H", "H", "H", "H", "C", "C", "As", "C", "C", "C", "C", "C", "C", "C", "C", "C", "C", "C", "C", "P", "C", "C", "C", "C", "C", "C", "C", "C", "C", "C", "C", "C", "H", "H", "H", "H", "H", "H", "H", "H", "H", "H", "H", "H", "H", "H", "H", "H", "H", "H", "H", "H", "H", "H", "H", "H"], "xyz": [[-0.108, -0.400, -0.241], [2.638, -6.521, -3.403], [1.785, -5.311, -3.140], [0.956, -5.248, -2.032], [0.184, -4.122, -1.775], [0.242, -3.057, -2.654], [1.056, -3.099, -3.783], [1.825, -4.221, -4.012], [-0.754, -1.636, -2.405], [0.177, -0.476, -2.186], [-1.620, -1.490, -3.534], [-1.396, -1.811, -1.072], [2.482, -7.287, -2.645], [3.696, -6.256, -3.399], [2.412, -6.955, -4.377], [0.925, -6.082, -1.343], [-0.443, -4.066, -0.897], [1.091, -2.260, -4.463], [2.472, -4.256, -4.880], [0.985, -1.741, 0.677], [2.482, -1.841, 0.410], [3.084, -1.796, 1.636], [2.701, -2.986, -0.280], [2.718, -0.686, -0.345], [0.653, 3.287, 1.560], [1.327, 1.677, 0.719], [2.168, 2.446, -0.859], [2.825, 1.369, 1.901], [1.486, 3.985, 1.665], [0.254, 3.053, 2.546], [-0.129, 3.751, 0.965], [3.144, 2.850, -0.587], [1.535, 3.244, -1.245], [2.290, 1.680, -1.621], [3.528, 2.195, 1.775], [3.302, 0.421, 1.678], [2.460, 1.356, 2.928], [-2.771, 2.421, 0.839], [-4.206, 2.924, 1.007], [-4.907, 2.551, 2.821], [-6.804, 2.703, 2.406], [-7.659, 1.710, 2.867], [-9.021, 1.769, 2.592], [-9.531, 2.824, 1.852], [-8.682, 3.823, 1.390], [-7.326, 3.765, 1.669], [-4.628, 4.339, 3.567], [-3.539, 5.124, 3.202], [-3.324, 6.360, 3.800], [-4.198, 6.825, 4.769], [-5.283, 6.045, 5.146], [-5.492, 4.808, 4.554], [-2.559, 0.751, 0.115], [-3.380, 0.885, -1.507], [-3.120, 2.004, -2.302], [-3.652, 2.102, -3.577], [-4.444, 1.079, -4.079], [-4.683, -0.047, -3.308], [-4.148, -0.147, -2.032], [-3.629, -0.303, 1.135], [-3.016, -1.034, 2.149], [-3.768, -1.801, 3.026], [-5.146, -1.863, 2.878], [-5.766, -1.153, 1.858], [-5.013, -0.373, 0.995], [-2.240, 2.401, 1.797], [-2.187, 3.086, 0.198], [-4.882, 2.475, 0.278], [-4.257, 4.003, 0.857], [-7.261, 0.884, 3.446], [-9.680, 0.993, 2.957], [-10.590, 2.873, 1.637], [-9.079, 4.651, 0.816], [-6.673, 4.556, 1.318], [-2.838, 4.781, 2.449], [-2.473, 6.960, 3.503], [-4.037, 7.790, 5.230], [-5.970, 6.400, 5.904], [-6.347, 4.213, 4.856], [-2.494, 2.807, -1.937], [-3.439, 2.975, -4.180], [-4.859, 1.154, -5.076], [-5.273, -0.862, -3.702], [-4.307, -1.053, -1.460], [-1.936, -1.011, 2.265], [-3.276, -2.357, 3.812], [-5.736, -2.470, 3.552], [-6.840, -1.203, 1.733], [-5.514, 0.183, 0.210]], "atomic_forces_ev_per_a": [[0.0, -0.1, 0.5], [0.0, 0.0, 0.0], [0.0, 0.0, 0.0], [0.0, 0.0, 0.1], [0.1, 0.0, 0.0], [0.0, 0.0, -0.2], [0.0, -0.1, 0.1], [0.0, 0.0, 0.0], [0.0, 0.2, 0.0], [0.0, -0.1, -0.4], [0.0, 0.0, 0.1], [-0.1, -0.2, -0.2], [0.0, 0.0, 0.0], [0.0, 0.0, 0.0], [0.0, 0.0, 0.0], [0.0, 0.0, 0.0], [0.0, 0.0, 0.0], [0.0, 0.0, 0.0], [0.0, 0.0, 0.0], [-0.2, 0.0, 0.0], [-0.4, 0.1, 0.1], [0.2, 0.0, 0.2], [0.1, -0.2, -0.2], [0.1, 0.1, -0.2], [0.1, 0.2, 0.1], [0.0, -0.2, -0.2], [0.1, 0.1, 0.0], [0.1, 0.1, 0.1], [-0.1, 0.0, 0.0], [0.0, 0.0, 0.0], [0.0, 0.0, -0.1], [-0.1, 0.0, -0.1], [0.0, 0.0, 0.0], [0.0, 0.0, 0.0], [0.0, 0.0, 0.1], [0.0, 0.1, 0.0], [0.0, 0.0, 0.0], [0.0, 0.1, 0.0], [0.0, 0.1, 0.0], [0.1, -0.1, 0.0], [0.0, 0.1, 0.0], [-0.1, 0.0, 0.0], [0.1, 0.0, 0.0], [0.0, 0.0, 0.0], [0.0, 0.0, 0.0], [0.0, 0.0, 0.0], [-0.1, 0.0, 0.0], [0.0, 0.0, 0.1], [0.0, 0.0, 0.0], [0.0, 0.0, 0.0], [0.0, 0.0, 0.0], [0.0, 0.0, 0.0], [0.2, -0.2, -0.1], [0.1, 0.1, 0.1], [-0.1, 0.0, 0.0], [0.0, -0.1, 0.0], [0.0, 0.0, 0.0], [0.0, 0.0, 0.0], [0.0, -0.2, 0.0], [0.0, 0.0, 0.0], [0.0, 0.0, 0.0], [0.0, 0.0, 0.0], [0.0, 0.0, 0.0], [0.0, 0.0, 0.0], [-0.1, 0.1, 0.0], [0.0, 0.0, 0.0], [0.0, 0.1, 0.0], [0.0, 0.0, 0.0], [0.0, 0.0, -0.1], [0.0, 0.0, 0.0], [0.0, 0.0, 0.0], [0.0, 0.0, 0.0], [0.0, 0.0, 0.0], [0.0, 0.0, 0.0], [0.0, 0.0, 0.0], [0.0, 0.0, 0.0], [0.0, 0.0, 0.0], [0.0, 0.0, 0.0], [0.0, 0.0, 0.0], [0.0, 0.0, 0.0], [0.0, 0.0, 0.0], [0.0, 0.0, 0.0], [0.0, 0.0, 0.0], [0.0, 0.1, 0.0], [0.0, 0.0, 0.0], [0.0, 0.0, 0.0], [0.0, 0.0, 0.0], [0.0, 0.0, 0.0], [0.0, 0.0, 0.1]]}